[1]
69
Properties=species:S:1:pos:R:3:mulliken_charge:R:1 method="wB97M-V/def2-TZVPD" total_charge=0 gap_ev="7.53 / 4.75" homo_ev="-8.873 / -7.192"
C -1.3996 -4.9863 -3.3518 -0.395
C 1.6374 -4.8965 -3.8712 -0.420
C -1.0927 -3.6190 -3.4256 0.670
H -3.7285 0.8264 -0.5462 0.607
H 2.9706 -6.4261 -4.5371 0.387
N 3.3946 0.1286 2.4332 -0.085
C -3.9541 0.5304 0.4686 -1.180
C 0.1818 -3.0849 -2.9671 -0.883
C 2.4715 1.7626 1.2572 0.281
H 0.8512 -5.1818 -4.5551 0.634
C -5.0625 1.0257 1.1405 -0.350
C 4.3946 2.4564 2.5918 -1.073
H 2.4003 -2.5103 -1.5916 0.517
C 3.8762 -5.1914 -3.0402 -0.447
C -2.0874 -2.7387 -3.8779 -0.544
N 1.7737 0.5870 1.0127 -0.146
C -0.4588 -2.7111 1.6747 -1.013
C -3.5932 -4.5725 -4.2462 -0.419
H -1.8663 -1.6809 -3.9176 0.442
C 0.1335 -1.8446 -2.3209 0.802
C -2.6377 -5.4518 -3.7555 -0.742
H -5.6557 1.7989 0.6744 0.410
H 1.4234 3.2852 0.1468 0.395
H 2.6404 -2.4504 1.6230 0.367
C -3.2022 -0.4426 1.1175 0.768
F -1.5427 4.6450 0.1320 -0.419
C -5.4156 0.5574 2.4073 -0.547
N -2.0252 -1.0583 0.7262 -0.278
C 3.1258 4.0302 1.2472 -0.893
H -6.2846 0.9695 2.9011 0.391
Tl -0.2487 0.3484 -0.0279 2.848
F -3.2322 4.1339 2.0319 -0.461
H -2.5255 -2.3104 3.6017 0.244
H -4.0633 -2.5232 -4.6613 0.414
H 4.5312 -3.7592 -1.5894 0.396
H 3.9420 -0.3852 3.1015 0.220
H -0.6782 -5.6730 -2.9308 0.598
H 4.8129 -5.7316 -3.0448 0.387
Te -2.0168 2.9440 0.8419 1.641
C 3.5139 1.4804 2.1514 0.809
O -0.9550 2.2098 -0.5100 -0.756
H -2.8625 -6.5079 -3.6866 0.404
C 2.2579 3.0567 0.7951 -0.440
C -3.3156 -3.2127 -4.2934 -0.694
C -4.6890 -0.4306 3.0476 -0.993
C 2.5210 -3.3868 -2.2154 -0.347
H 5.1989 2.2330 3.2788 0.385
C 2.3283 -0.3424 1.7451 0.227
C 1.8313 -1.7537 1.8792 -0.852
C -1.7012 -1.8692 1.7046 0.449
C 0.0836 -0.8074 -1.6806 -1.400
F -3.4731 3.2996 -0.4895 -0.476
H 2.9795 5.0537 0.9336 0.432
N -2.6003 -1.8439 2.7141 -0.117
H 1.5827 -1.9090 2.9329 0.410
F -0.8443 1.0076 1.9394 -0.814
N 0.6419 -1.9682 1.0734 0.212
C 3.7141 -4.0797 -2.2226 -0.819
H 4.8411 4.5310 2.4366 0.383
C 2.8373 -5.5806 -3.8755 -0.765
C 1.4372 -3.7981 -3.0158 0.618
H -4.9784 -0.7976 4.0227 0.406
C 4.1814 3.7361 2.1170 -0.388
F -0.5977 3.5914 2.0625 -0.475
H 0.8797 -2.3372 0.1619 -0.171
C -3.5720 -0.9168 2.3843 0.554
H -0.6664 -3.6084 1.0858 0.375
H -4.5572 -4.9420 -4.5677 0.393
H -0.2082 -3.0322 2.6890 0.325



[2]
20
Properties=species:S:1:pos:R:3:nbo_charge:R:1 method="wB97M-V/def2-TZVPD" total_charge=+1 gap_ev=10.05 homo_ev=-13.216 de_lowest_kj_mol=285.0 smiles="C=C(CC[NH3+])NC"
H 0.3983 0.9760 -2.2995 0.225
C 0.4763 1.6991 -1.4135 -0.444
H 0.4024 0.9143 1.0464 0.467
H 1.5469 1.9827 -1.1542 0.219
N -0.3736 1.0696 -0.3242 -0.679
H -1.1250 1.6878 -0.1320 0.397
H -0.1126 -2.2770 -0.3409 0.257
C -2.1345 -0.7052 -0.6845 -0.390
H -2.4018 -1.8262 -0.7009 0.239
H 2.0195 -1.6738 1.2235 0.241
C 0.9095 -1.2015 1.2523 -0.218
H 0.1333 -1.7076 1.8765 0.245
H -2.9371 0.0180 -0.8065 0.228
H 1.1763 0.4718 2.6531 0.428
H -0.1580 2.5948 -1.7158 0.234
H 1.1507 -0.9006 -0.9059 0.229
C 0.3216 -1.1987 -0.2383 -0.473
C -0.8594 -0.3148 -0.5042 0.132
N 1.1525 0.2986 1.6492 -0.765
H 2.1732 0.4883 1.5105 0.427



[3]
7
Properties=species:S:1:pos:R:3:nbo_charge:R:1 method="wB97M-V/def2-TZVPD" total_charge=-1 gap_ev="7.02 / 7.02" homo_ev="-4.346 / -4.347" de_lowest_kj_mol=131.0
I 3.3539 0.4210 0.6523 0.032
I 0.3573 1.2626 -1.0760 -0.034
O -2.2858 -0.6011 -0.7736 -0.899
O -2.5223 1.1926 1.0126 -0.907
C 1.3427 -0.2273 0.4554 -0.770
I 1.4691 -2.1299 -0.6287 -0.019
S -1.7150 0.0822 0.3579 1.597



[4]
47
Properties=species:S:1:pos:R:3:nbo_charge:R:1 method="wB97M-V/def2-TZVPD" total_charge=0 gap_ev=9.84 homo_ev=-9.232 smiles=CCC[C@@H](C)[Si@H](F)O[Si@H](CCCCN)[C@H](Br)CC
C 1.1113 1.1951 1.7482 -0.700
H 3.0394 1.1011 -0.8241 0.196
Si -2.1967 0.1381 0.3969 2.000
H 2.1546 1.5183 1.6916 0.232
C -3.1799 -2.5007 0.5097 -0.388
H -3.6776 -1.9512 1.3189 0.199
H -0.5533 1.6273 3.0556 0.207
H -2.8035 -2.4433 -2.2880 0.206
H 3.1134 3.3828 -3.9203 0.190
C 0.5357 1.5580 3.1229 -0.424
H -2.3072 -0.7524 -2.4223 0.214
F -3.5418 0.9785 0.1155 -0.655
H -3.9161 -1.1587 -1.8191 0.211
H -1.3107 -1.9031 -0.3985 0.236
C 2.8673 1.4435 -2.9556 -0.419
H 1.9049 3.2982 -0.8601 0.233
C -3.2205 -4.8913 1.4250 -0.608
H 3.6087 3.3590 -2.2541 0.183
H 0.7694 1.1539 5.2357 0.214
H 1.6783 0.3212 -1.5740 0.213
O -0.9654 0.9769 -0.2847 -1.267
C 0.9243 0.6466 4.2824 -0.613
C 2.2485 1.2547 -1.5671 -0.389
H 1.9728 0.3496 4.2198 0.209
N 5.0209 2.6646 -3.5889 -0.825
C -2.3453 -1.5366 -0.3682 -0.738
H 0.8836 2.5747 3.3311 0.216
H -2.0501 0.1161 1.8674 -0.268
H 3.5713 0.6248 -3.1357 0.204
H -1.9176 -3.2983 2.0722 0.201
H -1.5407 -3.8958 0.4775 0.195
Br 1.2054 -0.7407 1.4336 -0.023
H -4.2629 -4.6189 1.6067 0.203
H -0.4376 3.2091 0.8542 -0.217
H 0.3342 -0.2697 4.2861 0.216
H -3.9926 -2.9165 -0.0936 0.203
Si 0.1982 1.9930 0.2876 1.733
C -2.3739 -3.6463 1.1410 -0.397
C -2.8674 -1.4623 -1.8098 -0.598
H 2.0770 1.3328 -3.7052 0.199
H -3.2093 -5.5895 0.5863 0.206
C 1.3304 2.4039 -1.1223 -0.916
H 0.6772 2.7024 -1.9526 0.241
C 3.6242 2.7715 -3.1739 -0.224
H 5.5873 2.2483 -2.8608 0.348
H 5.1086 2.0610 -4.3970 0.348
H -2.8772 -5.4296 2.3100 0.210



[5]
115
Properties=species:S:1:pos:R:3:lowdin_spin:R:1 method="wB97M-V/def2-TZVPD" total_charge=0 gap_ev="7.62 / 8.23" homo_ev="-8.017 / -8.148" de_lowest_kj_mol=0.0 s2=0.770 spin_multiplicity=2
H 14.3260 15.8422 10.5368 0.000
C 14.3857 14.7357 10.8354 0.000
C 12.9010 13.1781 15.6879 -0.058
C 14.6086 14.5193 17.6122 0.001
Si 16.8733 11.5719 16.4431 0.001
O 12.4713 8.8729 15.4536 -0.002
H 15.2424 14.5629 11.4780 0.000
H 13.6116 10.1401 7.1803 0.000
H 12.5614 8.7804 18.9864 0.000
H 14.4396 9.0950 11.3980 0.000
H 16.3717 9.1591 16.9186 0.000
H 12.4618 11.6633 11.1538 0.000
H 16.9907 14.1509 13.1369 0.000
H 13.7543 18.6114 14.4104 0.000
H 15.0857 12.0654 7.3944 0.000
H 12.7274 10.3773 17.0991 0.000
C 16.6337 9.7284 16.0523 0.000
H 19.2181 12.1344 16.0145 0.000
C 7.8162 12.3955 14.6881 -0.001
C 17.2522 11.8380 18.3033 -0.001
H 13.7472 16.8472 19.9113 0.000
C 12.1051 12.6210 10.7467 0.000
H 9.2572 15.4121 14.6367 0.000
S 12.8233 9.3541 14.0928 0.000
C 17.8893 7.4162 12.9129 0.000
C 18.2971 12.5644 15.6734 0.001
H 17.6089 10.9089 18.7956 0.000
H 20.3106 15.0410 10.3989 0.000
C 13.7336 15.3054 18.3808 0.000
C 13.7792 11.8937 18.3100 0.002
C 11.0465 16.2790 15.9245 0.000
C 14.1758 10.3163 8.1621 0.000
C 13.1059 10.6523 18.0886 -0.001
H 12.9156 9.4634 21.3248 0.000
P 14.0907 12.9971 16.9047 0.000
H 19.9482 6.8361 13.4887 0.000
H 10.9827 12.5586 10.9068 0.000
C 9.2072 14.3218 14.5895 0.000
H 14.6564 14.2456 9.9196 0.000
H 13.1737 8.7452 9.3388 0.000
C 19.2858 7.6742 13.1956 0.000
C 14.5987 9.7456 10.4973 0.000
H 17.9897 12.6148 18.5372 0.000
C 14.9921 11.3948 8.2522 0.000
C 13.9271 9.5139 9.2896 0.000
H 13.5830 11.9376 21.7913 0.000
C 11.5664 15.5861 11.5349 0.000
C 17.6602 13.8916 12.3150 0.000
H 12.6561 15.0795 18.4909 0.000
H 17.5881 9.3228 15.5987 0.000
C 12.1662 18.4291 15.8265 0.000
H 14.4436 13.2633 19.9644 0.000
H 19.2711 11.0640 13.0979 0.000
O 13.8674 8.5829 13.4166 -0.004
H 17.3239 16.4500 17.5678 0.000
N 15.3997 12.3838 15.9453 0.002
H 11.2674 15.9554 10.5414 0.000
C 13.9436 12.3362 19.7100 0.000
P 12.0939 14.1604 14.4911 0.000
H 10.7256 15.2302 12.0896 0.000
O 11.6607 9.6221 13.2151 -0.001
H 7.3146 14.4451 15.4410 0.000
N 13.1202 13.7182 13.2887 0.004
H 20.6916 9.2318 13.6304 0.000
C 8.9260 11.6410 14.2651 0.000
H 16.3041 12.0936 18.7767 0.000
H 8.7855 10.5774 14.0673 0.000
C 12.9375 16.6228 14.4442 0.000
Si 12.7649 14.1857 11.5744 0.001
C 13.4766 11.5345 20.7806 0.000
H 13.6610 16.2071 13.7217 0.000
H 10.2721 18.0933 16.8099 0.000
H 18.2100 13.6537 15.8792 0.000
C 19.6864 9.0158 13.2654 0.000
H 17.5466 6.3838 12.7762 0.000
H 10.3232 15.6284 16.4490 0.000
C 8.0285 13.7443 14.9897 0.000
C 15.6481 11.6615 9.4489 0.000
C 15.9016 14.9685 17.2681 0.000
C 10.3788 13.5929 14.2514 0.002
H 11.8978 16.4834 12.0749 0.000
C 15.5926 16.8288 18.8176 0.000
C 11.1012 17.6619 16.2397 0.000
H 11.0022 11.4635 13.8967 0.000
H 20.0538 12.8294 9.5310 0.000
H 12.1846 12.6169 9.6001 0.000
C 15.4845 10.8302 10.5694 0.000
C 19.4915 14.4518 10.8612 0.000
C 17.4689 9.8108 12.6708 0.000
As 16.1736 11.3476 12.3900 0.003
C 17.5937 12.6135 11.8257 0.000
C 17.0117 8.4915 12.6040 0.000
O 13.6833 10.7713 14.4182 -0.027
V 14.1120 12.4181 14.3859 1.080
C 13.0284 17.9368 14.8564 0.000
C 18.5844 14.8106 11.8664 0.000
C 16.3561 16.1598 17.8584 0.000
H 18.3315 12.4534 14.6105 0.000
C 19.3844 13.1249 10.3112 0.000
H 15.8578 9.5209 15.2924 0.000
C 13.1262 10.1736 20.5410 -0.001
C 18.8583 10.0728 12.9654 0.000
H 18.5569 15.8463 12.2108 0.000
H 16.3385 12.5380 9.4447 0.000
H 15.9724 8.3192 12.2554 0.000
C 10.1981 12.1884 14.1101 -0.001
H 18.3850 11.1991 10.4169 0.000
H 12.2401 19.4723 16.2167 0.000
H 16.5428 14.4721 16.5323 0.000
H 6.8662 11.8770 14.8709 0.000
C 14.2694 16.3774 19.0816 0.000
C 12.9303 9.7982 19.1780 0.000
C 18.4272 12.2300 10.7669 0.000
H 15.9710 17.7401 19.3076 0.000
C 11.9690 15.7909 15.0257 0.000



[6]
94
Properties=species:S:1:pos:R:3:mulliken_charge:R:1 method="wB97M-V/def2-TZVPD" total_charge=-1 gap_ev="5.88 / 5.77" homo_ev="-3.739 / -3.690" de_lowest_kj_mol=0.0
H 2.7984 0.7329 4.4911 0.302
C -1.1014 0.9120 2.4831 0.343
H 3.2550 1.0880 -4.2638 0.449
C -4.0436 -2.2392 -1.6622 -0.652
C 3.7775 -0.8651 -4.9666 -0.813
C -0.0941 2.2928 -6.6877 -0.477
N 1.0754 0.3367 3.3680 0.179
C -3.6703 -0.6917 4.2342 0.376
H 3.7377 -0.8811 -1.3215 0.281
H -4.5039 1.3879 6.7811 0.385
N -2.6640 0.8799 -2.0628 -0.476
C -0.6874 0.8507 -4.8672 -0.133
H -3.4953 0.0485 2.2280 0.562
S 1.0530 2.5003 1.7967 -0.545
C -4.7522 -1.9006 6.0233 -0.651
N 1.8618 4.7066 -1.6818 -1.213
C 5.1651 -2.2770 3.2945 -0.589
C -0.8753 1.2197 -6.1516 -0.846
H 4.0680 -0.2536 0.3107 0.256
C -3.4966 0.0794 -1.9833 0.451
Pb -0.4874 2.4037 -0.4787 1.015
C 1.1523 5.3307 -0.8054 0.461
C 0.4234 -0.6114 4.2472 -1.018
H 1.1541 -1.3600 4.5531 0.483
H 4.8745 -0.4835 4.4371 0.401
C 2.9650 0.0442 -4.3070 -0.169
N 0.1984 1.4957 -4.0357 1.204
H -4.3572 -2.8450 -2.5161 0.332
C -3.8022 0.4851 4.9713 -0.317
H -3.4248 1.4117 4.5511 0.407
C -5.8317 -0.4895 -1.8512 -1.008
C 2.7145 -1.6979 2.1412 0.991
H 0.1445 0.1672 -2.4027 -0.066
C 0.8206 2.6709 -4.4778 1.044
H 1.3811 6.6292 0.7200 0.235
S -2.1815 2.0537 1.7580 -0.464
H -5.3491 -0.7399 7.7255 0.368
C 4.6400 -3.1270 2.3305 -0.553
H 1.9806 -3.6849 -4.4118 0.468
H 6.1215 -2.4993 3.7520 0.370
C 3.3882 -2.1892 -4.9926 0.411
N 1.2251 3.6349 -2.2962 0.894
H -6.2975 -0.8261 -0.9219 0.319
H 5.1841 -4.0147 2.0328 0.395
C 3.4090 -2.8357 1.7576 -0.950
S -0.5211 5.0867 -0.3365 -0.527
O 2.1677 0.1756 -0.4332 0.455
H -4.0430 -2.7967 4.1993 0.448
H -0.3206 -1.8778 2.6752 -0.016
H 0.5340 -2.0372 -3.2244 0.368
H 0.0407 -0.1112 5.1465 0.326
H -0.1728 2.5624 -7.7319 0.394
F 4.1796 -3.0862 -5.6294 -0.365
N -1.6045 -0.2497 3.0007 0.441
C 1.7803 -0.3609 -3.6971 -0.112
C 0.7182 2.9960 -5.8425 -0.942
H -1.2707 -1.9242 4.1701 0.478
C -1.4149 -3.1036 0.3178 0.151
C -2.9970 -0.6603 2.8840 -1.382
H -2.9670 -2.3075 -1.5402 -0.122
C 2.2328 -2.6335 -4.3867 -0.853
N 1.7599 6.4119 -0.1862 -0.548
C -0.7077 -1.2720 3.5009 -0.474
C -4.1470 -1.8806 4.7709 -0.078
H 3.9695 0.8588 -1.0673 0.283
N -2.2608 -3.6722 0.8828 -0.758
H 2.9777 -3.4876 1.0075 0.498
C 0.3061 1.1656 2.5854 0.498
H -5.9349 0.5902 -1.9227 0.349
C -4.4039 0.4676 6.2185 -0.692
C 2.5151 0.4397 3.4721 -1.396
C 3.2364 -0.8374 3.1001 0.943
H 1.7232 -0.6682 -0.2799 -0.385
C 1.4027 3.6099 -3.5778 -1.071
N -4.4270 -0.8459 -1.8570 0.071
H 1.7537 -1.4828 1.6897 -0.246
H -3.0313 -1.6459 2.4113 0.160
S -0.2075 -2.2758 -0.4813 -0.134
H 2.8305 1.2417 2.8062 0.373
H -1.6031 0.6972 -6.7556 0.392
H 1.2643 3.8641 -6.1914 0.374
C 0.8871 0.6579 -3.0352 -1.240
C 4.4629 -1.1431 3.6800 -0.908
H 2.7672 6.3956 -0.2407 0.263
H 4.7007 -0.5653 -5.4441 0.448
C -4.8805 -0.7273 6.7492 -0.362
H -6.3536 -0.9523 -2.6933 0.319
C 3.5517 -0.0507 -0.6341 -0.799
H -5.1177 -2.8351 6.4312 0.370
H -1.2057 0.0175 -4.4102 0.400
C 1.4271 -1.7045 -3.7411 -0.064
H 1.9722 4.4183 -4.0370 0.286
H 1.4803 1.3166 -2.4128 0.590
H -4.5025 -2.6279 -0.7525 0.352